(1)
C31H52BrMnN4P3 as an isolated structure at a distorted geometry, computed with ωB97M-V with the def2-TZVPD basis set.

Each line ends with the Mulliken charge.
Atoms and positions in Å:
1 N -4.91 2.56 -3.58  -0.5450
2 C -4.89 2.94 -2.31  -0.5444
3 C -4.01 2.39 -1.38  -0.2130
4 C -2.94 1.59 -1.85  0.3448
5 C -3.06 1.08 -3.16  -0.0639
6 C -4.05 1.63 -3.99  -0.6966
7 C -1.67 1.50 -1.04  0.4938
8 Mn -0.50 -0.02 -0.29  -0.8960
9 P 3.61 -0.75 -0.13  0.0078
10 C -0.35 1.27 -1.71  -1.4779
11 C 0.72 2.32 -1.60  0.3885
12 C 1.78 2.35 -2.53  -0.2189
13 C 2.76 3.34 -2.48  -0.7215
14 C 2.74 4.28 -1.44  -0.1961
15 C 1.63 4.35 -0.57  -0.8892
16 C 0.63 3.37 -0.68  -0.2910
17 Br 4.15 5.46 -1.26  -0.0713
18 H -1.78 2.21 -0.21  0.2904
19 H -0.28 0.64 -2.62  0.8615
20 H -4.10 2.67 -0.32  0.3826
21 H -2.39 0.31 -3.56  0.3281
22 H -5.59 3.74 -2.01  0.3819
23 H -4.13 1.33 -5.04  0.3926
24 H 1.83 1.59 -3.32  0.6162
25 H -0.25 3.44 -0.04  0.6368
26 H 3.56 3.37 -3.20  0.5002
27 H 1.52 5.13 0.17  0.5225
28 P -1.23 -2.28 -0.87  0.1166
29 C 3.87 1.06 -0.06  0.7846
30 C 5.30 1.45 -0.48  -1.2973
31 H 3.67 1.37 0.98  0.4304
32 H 3.12 1.51 -0.72  -0.7410
33 H 5.39 2.54 -0.47  0.3258
34 H 6.04 1.04 0.21  0.4099
35 H 5.54 1.11 -1.49  0.3035
36 C 3.13 -1.01 -1.86  1.8088
37 C 4.29 -1.68 -2.63  -1.4836
38 H 2.88 -0.02 -2.28  -0.1676
39 H 2.23 -1.65 -1.88  -1.1120
40 H 3.99 -1.87 -3.66  0.4220
41 H 5.19 -1.05 -2.65  0.3518
42 H 4.57 -2.63 -2.17  0.4247
43 C 2.39 -1.14 1.14  1.5971
44 C 3.14 -1.75 2.33  -1.5353
45 H 1.65 -1.84 0.72  -0.0686
46 H 1.91 -0.17 1.41  -1.0897
47 H 2.48 -2.29 3.02  0.4584
48 H 3.90 -2.47 1.99  0.5085
49 H 3.67 -0.98 2.91  0.3874
50 C -1.40 -3.32 0.65  0.0315
51 C -1.54 -4.84 0.50  -1.4598
52 H -2.28 -2.93 1.20  0.3431
53 H -0.52 -3.09 1.27  0.0772
54 H -2.59 -5.15 0.49  0.3190
55 H -1.04 -5.24 -0.38  0.2491
56 H -1.10 -5.33 1.38  0.4368
57 C 0.10 -3.06 -1.89  -0.6940
58 C 0.17 -2.54 -3.33  -1.1613
59 H -0.04 -4.15 -1.88  0.4569
60 H 1.04 -2.85 -1.35  0.4311
61 H -0.74 -2.78 -3.90  0.3313
62 H 0.32 -1.45 -3.39  0.1558
63 H 1.01 -3.00 -3.86  0.4510
64 C -2.74 -2.54 -1.90  -0.3583
65 C -4.02 -2.49 -1.06  -1.1604
66 H -2.63 -3.49 -2.45  0.5768
67 H -2.75 -1.74 -2.65  0.1881
68 H -4.85 -2.11 -1.68  0.3854
69 H -4.31 -3.48 -0.68  0.3066
70 H -3.92 -1.80 -0.21  0.1979
71 C 0.30 0.90 4.70  -0.7861
72 N -0.33 2.02 3.98  0.1483
73 C -1.76 2.11 4.36  -0.8664
74 N -2.50 0.86 4.10  0.1500
75 C -1.84 -0.22 4.87  -0.9305
76 N -0.41 -0.39 4.50  0.1028
77 C -0.25 -0.91 3.16  -0.4571
78 P -0.92 0.35 1.93  3.0507
79 C -0.17 1.94 2.54  -1.0957
80 C -2.60 0.54 2.67  -1.2283
81 H 0.28 1.13 5.77  0.3066
82 H 1.35 0.80 4.38  0.3238
83 H -2.24 2.93 3.80  0.3794
84 H -1.82 2.31 5.44  0.3118
85 H -2.37 -1.17 4.70  0.3737
86 H -1.88 0.05 5.93  0.3344
87 H 0.80 -1.12 2.95  -0.4342
88 H -0.81 -1.85 3.03  0.5737
89 H -0.70 2.78 2.07  0.3729
90 H 0.88 2.02 2.25  0.3185
91 H -3.16 -0.39 2.53  0.3469
92 H -3.13 1.34 2.14  0.4440

Summary:
ΔE to the lowest compared entry with this formula, charge and spin (kcal/mol): 0.0
LUMO energy (alpha / beta) (eV): -6.503 / -9.056
Charge: +2
Electronic energy (eV): -168162.6374
HOMO (alpha / beta) (Eh): -0.4664 / -0.4798
Expectation value of S²: 9.05
Spin multiplicity: 6

(2)
C22H18IN4O2STi as an isolated structure, computed with ωB97M-V with the def2-TZVPD basis set.

Each line ends with the Mulliken charge.
Atoms and positions in Å:
1 Ti -0.23 -0.18 -0.26  0.7190
2 O -0.95 0.49 1.30  -0.7043
3 C -0.39 0.95 2.43  0.4887
4 C -1.01 1.97 3.15  -0.3223
5 C -0.46 2.40 4.34  -0.4722
6 C 0.70 1.82 4.85  -0.6741
7 C 1.30 0.79 4.15  -0.8057
8 C 0.79 0.37 2.92  0.1510
9 C 1.46 -0.72 2.22  -0.3729
10 N 1.35 -0.95 0.97  0.4335
11 C 2.02 -2.12 0.40  -0.8552
12 C 0.93 -3.02 -0.15  -0.5831
13 N 0.06 -2.20 -1.00  0.0016
14 C -0.48 -2.73 -2.04  -0.0521
15 C -1.38 -2.09 -2.96  0.4952
16 C -1.86 -2.84 -4.05  -0.6795
17 C -2.72 -2.29 -4.97  -0.7484
18 C -3.12 -0.96 -4.81  -0.4366
19 C -2.66 -0.20 -3.76  -0.7311
20 C -1.78 -0.75 -2.81  0.4198
21 O -1.35 0.00 -1.81  -0.0169
22 H -1.93 2.39 2.77  0.4806
23 H -0.95 3.20 4.89  0.3971
24 H 1.11 2.15 5.80  0.4027
25 H 2.18 0.30 4.54  0.4447
26 H 2.14 -1.33 2.81  0.5145
27 H 2.60 -2.66 1.15  0.4725
28 H 2.67 -1.79 -0.41  0.2273
29 H 0.33 -3.40 0.69  -0.0022
30 H 1.35 -3.86 -0.70  0.4388
31 H -0.26 -3.78 -2.25  0.2644
32 H -1.54 -3.87 -4.15  0.3635
33 H -3.08 -2.88 -5.80  0.4057
34 H -3.80 -0.52 -5.53  0.3858
35 H -2.97 0.83 -3.63  0.4278
36 I 3.27 1.11 -1.24  0.1195
37 C 1.70 2.44 -0.87  0.1331
38 C 1.99 3.80 -0.84  -0.5867
39 C 0.94 4.68 -0.63  -0.2597
40 C -0.35 4.18 -0.50  -0.8565
41 C -0.53 2.82 -0.56  -0.2327
42 N 0.48 1.95 -0.72  0.1325
43 H 3.00 4.15 -0.96  0.3994
44 H 1.12 5.75 -0.59  0.4035
45 H -1.20 4.83 -0.36  0.4250
46 H -1.51 2.37 -0.46  0.5612
47 S -0.37 -2.99 3.32  -0.4499
48 C 1.14 -3.63 3.16  0.4190
49 N 2.23 -4.03 2.98  -0.6852

Summary:
ΔE to the lowest compared entry with this formula, charge and spin (kcal/mol): 28.5
LUMO energy (alpha / beta) (eV): -0.670 / -0.646
Electronic energy (eV): -75215.7803
HOMO (alpha / beta) (Eh): -0.2530 / -0.2530
Expectation value of S²: 0.75
Spin multiplicity: 2

(3)
C36H32FP2Rh as an isolated structure at a distorted geometry, computed with ωB97M-V with the def2-TZVPD basis set.

Each line ends with the Mulliken charge.
Atoms and positions in Å:
1 C 1.61 -0.26 -2.56  -0.3625
2 C 0.64 0.75 -2.40  0.6552
3 C 1.03 2.10 -2.32  -0.4528
4 C 2.37 2.42 -2.44  -0.7205
5 C 3.34 1.43 -2.64  -0.6148
6 C 2.96 0.09 -2.67  -0.9150
7 P -1.02 0.25 -1.82  1.4611
8 C -2.08 1.64 -2.25  0.2059
9 C -2.69 2.42 -1.27  -0.2659
10 C -3.45 3.54 -1.63  -0.7543
11 C -3.61 3.84 -3.00  -0.4508
12 C -3.00 3.06 -3.99  -0.7569
13 C -2.24 1.95 -3.61  -0.1350
14 Rh -1.04 -0.40 0.26  -0.3126
15 P 0.21 -0.45 2.12  1.3229
16 C 1.25 1.01 1.81  0.4944
17 C 2.62 0.89 1.53  -0.6377
18 C 3.36 2.02 1.21  -0.6382
19 C 2.74 3.27 1.15  -0.5305
20 C 1.37 3.39 1.40  -0.9073
21 C 0.63 2.27 1.74  -0.2997
22 C -0.37 -0.26 3.84  0.7808
23 C -1.34 -1.14 4.35  -0.4196
24 C -1.65 -1.15 5.71  -0.6963
25 C -1.07 -0.22 6.58  -0.4590
26 C -0.17 0.72 6.07  -0.6662
27 C 0.18 0.70 4.72  -0.2489
28 C 1.03 -2.06 2.08  0.1958
29 C 0.50 -3.02 1.21  -0.3010
30 C 1.24 -4.14 0.86  -0.6740
31 C 2.44 -4.40 1.51  -0.5624
32 C 2.91 -3.51 2.49  -0.7087
33 C 2.21 -2.33 2.78  -0.3090
34 C -1.54 -1.20 -2.76  0.7966
35 C -0.96 -1.52 -3.99  -0.0867
36 C -1.40 -2.64 -4.69  -0.7301
37 C -2.41 -3.45 -4.15  -0.4250
38 C -2.96 -3.15 -2.90  -0.8343
39 C -2.53 -2.03 -2.20  -0.5158
40 H -1.83 -1.83 3.66  0.3546
41 H -2.35 -1.89 6.10  0.3965
42 H -1.33 -0.23 7.65  0.3993
43 H 0.26 1.46 6.74  0.4157
44 H 0.90 1.43 4.35  0.3317
45 H 3.08 -0.10 1.54  0.4946
46 H 4.42 1.91 0.99  0.4388
47 H 3.34 4.16 0.92  0.4514
48 H 0.87 4.36 1.30  0.4430
49 H -0.45 2.35 1.90  0.5252
50 H -0.43 -2.78 0.67  0.4700
51 H 0.86 -4.80 0.08  0.4317
52 H 3.00 -5.31 1.27  0.4160
53 H 3.84 -3.72 3.01  0.4183
54 H 2.59 -1.62 3.51  0.5693
55 H -0.17 -0.89 -4.40  0.5349
56 H -0.95 -2.88 -5.65  0.4580
57 H -2.75 -4.33 -4.70  0.4523
58 H -3.74 -3.79 -2.47  0.4820
59 H -2.94 -1.80 -1.21  0.4592
60 H -2.59 2.14 -0.21  0.3928
61 H -3.92 4.16 -0.87  0.4318
62 H -4.19 4.72 -3.29  0.4167
63 H -3.12 3.30 -5.06  0.4231
64 H -1.77 1.32 -4.37  0.3633
65 H 0.29 2.88 -2.12  0.4033
66 H 2.66 3.47 -2.36  0.4702
67 H 4.39 1.71 -2.73  0.4512
68 H 3.71 -0.70 -2.79  0.4456
69 H 1.31 -1.32 -2.52  0.3986
70 H 0.34 -1.05 -0.06  -0.0149
71 H 0.36 -0.02 -0.19  0.0924
72 F -2.83 -0.75 1.17  -0.7380

Summary:
LUMO energy (alpha / beta) (eV): -6.367 / -10.976
Charge: +2
Electronic energy (eV): -62133.1691
HOMO (alpha / beta) (Eh): -0.4238 / -0.5096
Expectation value of S²: 6.03
Spin multiplicity: 5

(4)
C6H12O as an isolated structure, computed with ωB97M-V with the def2-TZVPD basis set.

Each line ends with the Mulliken charge.
Atoms and positions in Å:
1 C -0.63 -1.72 -0.95  -1.1970
2 C -0.49 -0.30 -0.77  0.0635
3 C -1.20 0.47 0.98  -1.0389
4 C -0.55 1.79 0.66  -0.3442
5 O 0.76 1.55 0.15  -0.4116
6 C 0.87 0.34 -0.57  0.6139
7 C 1.89 -0.56 0.11  -1.4937
8 H -1.07 -0.90 0.17  0.2156
9 H -1.51 -2.10 -1.46  0.3071
10 H 0.13 -2.41 -0.60  0.2684
11 H -1.21 0.31 -1.30  0.3801
12 H -0.80 -0.01 1.88  0.3864
13 H -2.30 0.50 0.98  0.3856
14 H -0.41 2.43 1.54  0.3027
15 H -1.14 2.35 -0.08  0.2613
16 H 1.20 0.57 -1.59  0.2288
17 H 1.50 -0.96 1.05  0.2959
18 H 2.17 -1.39 -0.55  0.4018
19 H 2.79 0.02 0.34  0.3743

Summary:
ΔE to the lowest compared entry with this formula, charge and spin (kcal/mol): 121.6
LUMO energy (eV): 1.044
Electronic energy (eV): -8459.0811
HOMO (Eh): -0.2565

Q: Among the records above, which one has the highest electronic energy?
A: C6H12O

Q: Number 1 is which compound?
A: C31H52BrMnN4P3

Q: Among the records above, which one has the lowest electronic energy?
A: C31H52BrMnN4P3